w | 15
Properties=species:S:1:pos:R:3:mulliken_charge:R:1 method="wB97M-V/def2-TZVPD" homo_ha=-0.487 orbital_gap_ev=7.92 lumo_ev=-5.33 total_charge=+1
C 1.17 -0.03 -1.99 -0.485
C 2.12 -0.79 -2.51 -0.459
H 1.15 1.06 -1.96 0.266
H 0.24 -0.50 -1.68 0.211
H 3.10 -0.36 -2.71 0.231
H 2.02 -1.84 -2.78 0.247
C -2.02 0.88 1.40 -0.697
C 0.15 -0.24 1.57 -0.103
N -1.11 -0.24 1.56 -0.010
H -1.44 1.81 1.34 0.277
H -2.56 0.82 0.46 0.313
H -2.64 1.02 2.29 0.335
H 0.72 0.68 1.46 0.270
H 0.70 -1.15 1.78 0.295
H -1.58 -1.13 1.76 0.309

=====

x | 15
Properties=species:S:1:pos:R:3:mulliken_charge:R:1 method="wB97M-V/def2-TZVPD" homo_ha=-0.613 orbital_gap_ev=13.78 smiles=C[N+]1(C)CC1 lumo_ev=-2.91 total_charge=+1
C -0.66 -1.25 -0.13 -0.931
N -0.07 0.00 0.00 0.301
C -0.98 1.16 0.22 -0.943
C 1.13 0.26 -0.74 -0.441
C 1.28 0.14 0.66 -0.246
H -1.66 -1.30 0.33 0.392
H -0.63 -1.65 -1.13 0.342
H -0.11 -2.17 0.44 0.319
H -0.52 2.04 -0.31 0.308
H -2.04 1.04 -0.29 0.396
H -1.34 1.06 1.27 0.417
H 1.24 1.18 -1.18 0.315
H 1.42 -0.62 -1.47 0.235
H 1.61 -0.90 1.04 0.240
H 1.33 1.02 1.28 0.297

=====

y | 15
Properties=species:S:1:pos:R:3:mulliken_charge:R:1 method="wB97M-V/def2-TZVPD" homo_ha=-0.552 orbital_gap_ev=7.00 lumo_ev=-8.02 total_charge=+1
C 0.88 1.21 0.52 -0.986
C -0.34 0.80 -0.28 0.175
C 0.08 -0.04 -1.42 -0.074
C 0.18 -1.37 -1.36 -0.548
N -0.97 -0.70 1.56 -0.603
H 1.52 0.36 0.73 0.398
H 0.67 1.71 1.47 0.326
H -0.93 1.67 -0.57 0.370
H -0.77 -0.04 0.70 0.165
H 0.35 0.52 -2.32 0.361
H 0.51 -1.94 -2.23 0.289
H -0.04 -1.86 -0.42 0.267
H -0.56 -1.54 1.97 0.246
H 1.40 1.99 -0.07 0.365
H -1.98 -0.77 1.72 0.248

=====

z | 15
Properties=species:S:1:pos:R:3:mulliken_charge:R:1 method="wB97M-V/def2-TZVPD" homo_ha=-0.488 orbital_gap_ev=8.01 lumo_ev=-5.28 total_charge=+1
C -2.48 0.74 0.41 -0.459
C -2.24 -0.09 1.49 -0.494
H -3.10 0.69 -0.48 0.286
H -1.76 1.62 0.45 0.179
H -2.87 -0.99 1.52 0.256
H -1.64 0.22 2.35 0.257
C 1.38 -1.32 -0.80 -0.646
C 1.51 1.11 -0.45 0.023
N 1.99 -0.04 -0.46 -0.001
H 1.45 -1.54 -1.93 0.301
H 1.91 -2.16 -0.22 0.301
H 0.32 -1.30 -0.47 0.254
H 0.39 1.15 -0.52 0.130
H 2.14 2.03 -0.49 0.295
H 3.00 -0.12 -0.38 0.317

=====

What is the stability order? It is w, z, x, y, from most stable to least stable.

=====

w | 15
Properties=species:S:1:pos:R:3:mulliken_charge:R:1 method="wB97M-V/def2-TZVPD" homo_ha=-0.566 orbital_gap_ev=6.22 lumo_ev=-9.19 total_charge=+1
C -1.24 0.51 0.51 -0.701
C -0.58 1.17 -0.68 -0.339
C -0.08 0.20 -1.77 -0.917
C 1.73 -1.56 1.69 -0.069
N 0.69 -1.50 1.12 -0.039
H -1.48 1.26 1.26 0.341
H -2.11 -0.12 0.27 0.353
H -0.50 -0.26 0.93 0.200
H -1.25 1.93 -1.11 0.341
H 0.26 1.74 -0.28 0.284
H 0.40 -0.62 -1.26 0.248
H -0.94 -0.18 -2.31 0.310
H 2.24 -2.54 1.80 0.344
H 2.30 -0.79 2.25 0.335
H 0.57 0.76 -2.43 0.311

=====

x | 15
Properties=species:S:1:pos:R:3:mulliken_charge:R:1 method="wB97M-V/def2-TZVPD" homo_ha=-0.505 orbital_gap_ev=9.72 lumo_ev=-4.01 total_charge=+1
C 0.94 0.30 2.27 -0.762
C -0.78 -0.37 0.48 -0.763
C 0.06 -0.04 1.42 0.605
C -0.56 -1.71 -0.30 -0.965
N 0.17 1.43 -1.60 -0.408
H 0.79 -0.20 3.29 0.240
H 1.87 0.87 2.04 0.241
H -1.74 0.12 0.29 0.422
H 0.28 0.96 -2.52 0.412
H 0.33 -2.16 0.08 0.356
H -0.38 -1.60 -1.30 0.385
H -1.42 -2.28 -0.14 0.351
H 0.94 2.07 -1.42 0.384
H 0.16 0.65 -0.91 0.116
H -0.67 1.97 -1.67 0.387

=====

y | 15
Properties=species:S:1:pos:R:3:mulliken_charge:R:1 method="wB97M-V/def2-TZVPD" homo_ha=-0.397 orbital_gap_ev=4.69 lumo_ev=-6.11 total_charge=+1
C -0.68 0.97 -3.73 -0.020
N 0.48 1.09 -3.22 -0.137
H -1.20 0.02 -3.69 0.286
H -1.10 1.87 -4.16 0.275
H 0.95 1.97 -3.02 0.292
H 1.05 0.30 -2.93 0.301
C 0.83 -1.43 2.77 -0.862
C -0.25 -0.41 2.57 -0.141
C -0.70 0.19 1.46 -0.591
H 0.49 -2.23 3.43 0.299
H 1.07 -1.94 1.84 0.279
H 1.71 -0.96 3.22 0.267
H -0.91 -0.33 3.44 0.296
H -1.73 0.07 1.13 0.257
H -0.01 0.81 0.88 0.200

=====

What is the stability order? It is x, y, w, from most stable to least stable.

=====

w | 17
Properties=species:S:1:pos:R:3:mulliken_charge:R:1 method="wB97M-V/def2-TZVPD" homo_ha=-0.329 orbital_gap_ev=9.81 smiles=C[C@@H](N)CS.O lumo_ev=0.85 total_charge=0
C -0.70 1.87 -1.61 -1.417
C -0.05 1.87 -0.24 0.484
N -1.08 1.80 0.80 -0.724
C 0.99 0.71 -0.08 -0.871
S 2.52 1.12 -0.96 -0.200
H 0.04 1.93 -2.41 0.360
H -1.49 2.62 -1.65 0.352
H -1.31 0.96 -1.77 0.334
H 0.53 2.78 -0.16 0.339
H -0.64 2.01 1.69 0.264
H -1.40 0.85 0.85 0.265
H 1.24 0.44 0.94 0.367
H 0.61 -0.17 -0.62 0.342
H 2.84 2.13 -0.13 0.105
O -0.30 -7.13 1.95 -0.629
H -0.86 -7.36 1.18 0.317
H -0.90 -6.43 2.22 0.312

=====

x | 17
Properties=species:S:1:pos:R:3:mulliken_charge:R:1 method="wB97M-V/def2-TZVPD" homo_ha=-0.302 orbital_gap_ev=9.19 smiles=CSC.NCO lumo_ev=0.97 total_charge=0
C -0.15 0.18 1.69 -0.786
S -1.65 -0.34 0.83 -0.033
C -2.85 -0.42 2.19 -0.847
H 0.64 -0.49 1.36 0.231
H -0.17 0.11 2.78 0.360
H 0.06 1.20 1.41 0.239
H -3.84 -0.08 1.91 0.310
H -2.83 -1.41 2.65 0.279
H -2.49 0.23 2.97 0.253
N 1.88 0.95 -2.68 -0.616
C 1.87 -0.39 -2.12 -0.153
O 0.56 -0.66 -1.63 -0.497
H 2.81 1.23 -2.96 0.222
H 1.58 1.62 -1.98 0.206
H 2.09 -1.04 -2.97 0.263
H 2.52 -0.58 -1.27 0.257
H -0.02 -0.11 -2.16 0.313

=====

y | 17
Properties=species:S:1:pos:R:3:mulliken_charge:R:1 method="wB97M-V/def2-TZVPD" homo_ha=-0.310 orbital_gap_ev=9.33 smiles=CSC.NCO lumo_ev=0.90 total_charge=0
C 0.12 -2.38 4.15 -0.769
S 0.53 -0.63 4.03 -0.081
C -1.09 0.15 3.77 -0.703
H 0.89 -2.94 3.63 0.291
H -0.82 -2.62 3.64 0.261
H 0.08 -2.69 5.19 0.253
H -1.40 0.65 4.68 0.250
H -1.00 0.88 2.97 0.269
H -1.83 -0.61 3.52 0.230
N -0.47 1.43 -4.83 -0.568
C 0.61 1.24 -3.88 -0.245
O 1.92 1.50 -4.40 -0.540
H -0.34 2.31 -5.31 0.264
H -0.40 0.71 -5.55 0.214
H 0.50 1.99 -3.11 0.270
H 0.52 0.23 -3.51 0.311
H 2.17 0.79 -4.99 0.293

=====

z | 17
Properties=species:S:1:pos:R:3:mulliken_charge:R:1 method="wB97M-V/def2-TZVPD" homo_ha=-0.335 orbital_gap_ev=9.88 smiles=C[C@H](N)CS.O lumo_ev=0.76 total_charge=0
C -0.92 1.70 -0.21 -1.330
C -0.39 0.34 0.17 0.068
N 1.02 0.31 0.61 -0.615
C -0.60 -0.43 -1.22 -0.814
S 0.29 -2.05 -1.25 -0.246
H -0.50 2.00 -1.32 0.264
H -1.97 1.84 -0.30 0.375
H -0.65 2.43 0.45 0.467
H -0.97 -0.07 0.94 0.402
H 1.75 0.44 -0.06 0.191
H 1.22 -0.53 1.19 0.316
H -0.12 0.27 -1.93 0.370
H -1.55 -0.77 -1.51 0.402
H -0.08 -2.47 -2.48 0.121
O 0.30 1.83 2.92 -0.665
H 0.84 1.32 2.31 0.418
H -0.59 1.85 2.59 0.276

=====

What is the stability order? It is w, y, x, z, from most stable to least stable.

=====

w | 17
Properties=species:S:1:pos:R:3:mulliken_charge:R:1 method="wB97M-V/def2-TZVPD" homo_ha=-0.330 orbital_gap_ev=9.82 smiles=NCCCS.O lumo_ev=0.84 total_charge=0
N -0.64 2.45 0.39 -0.495
C -0.11 1.11 0.21 -0.392
C -0.52 0.16 -0.83 -0.391
C 0.14 -1.16 -0.81 -0.693
S -0.82 -2.71 -0.51 -0.240
H -0.75 2.93 -0.41 0.141
H -1.38 2.65 1.11 0.200
H 0.97 1.22 0.04 0.222
H -0.34 0.81 1.25 0.343
H -1.61 -0.09 -0.71 0.280
H -0.24 0.51 -1.77 0.229
H 0.84 -1.21 0.04 0.335
H 0.65 -1.31 -1.73 0.348
H -1.37 -2.69 0.68 0.108
O 2.44 2.20 1.50 -0.654
H 2.47 2.63 2.38 0.305
H 1.66 2.58 1.11 0.356

=====

x | 17
Properties=species:S:1:pos:R:3:mulliken_charge:R:1 method="wB97M-V/def2-TZVPD" homo_ha=-0.332 orbital_gap_ev=9.71 smiles=NCCCS.O lumo_ev=0.67 total_charge=0
N -2.36 -0.91 0.30 -0.571
C -0.98 -0.75 -0.12 -0.239
C -0.01 -0.42 1.01 -0.710
C 1.40 -0.17 0.43 -0.305
S 2.44 0.31 1.85 -0.239
H -2.97 -0.70 -0.45 0.215
H -2.57 -1.81 0.71 0.198
H -0.97 0.05 -0.86 0.109
H -0.55 -1.59 -0.69 0.270
H 0.10 -1.31 1.65 0.363
H -0.40 0.41 1.59 0.352
H 1.72 -1.12 0.02 0.324
H 1.39 0.65 -0.27 0.109
H 3.47 0.87 1.20 0.123
O 0.45 2.22 -2.28 -0.641
H 0.26 1.96 -1.37 0.322
H -0.42 2.30 -2.69 0.318

=====

What is the stability order? It is x, w, from most stable to least stable.